Density functional theory data (ωB97M-V/def2-TZVPD) for a structure of composition C6H5LuN2O5S.

```
! wB97M-V def2-TZVPD RIJCOSX def2/J DEFGRID3
* xyz 2 1
O 1.059 2.132 -3.801
C 2.103 1.762 -4.074
Lu 1.554 0.212 0.663
O -0.653 0.185 -1.969
C 0.057 0.428 -1.084
C 0.559 -1.867 0.349
O -0.089 -2.765 0.017
C 3.169 -2.141 -1.234
O 3.846 -2.688 -0.429
C 2.273 -1.017 -1.427
O 2.012 -0.667 -2.581
H 1.273 1.178 2.184
N -1.998 1.492 0.837
C -1.748 0.630 1.821
N -2.706 -0.215 2.198
S -0.203 0.536 2.652
H -2.956 1.585 0.503
H -1.347 2.234 0.607
H -2.578 -0.846 2.984
H -3.626 -0.167 1.783
*
```

Relative energy (zero: lowest compared OMol25 entry of this formula, charge and spin): 2.527 eV

Atomic partial charges in e from the Mulliken method, atoms 1 to 6: number 1, O, carries -0.151; number 2, C, carries 0.152; number 3, Lu, carries 1.004; number 4, O, carries -0.166; number 5, C, carries 0.291; number 6, C, carries 0.370



Density functional theory data (ωB97M-V/def2-TZVPD) for a structure of composition C6H5N2O6Ti.

```
! wB97M-V def2-TZVPD RIJCOSX def2/J DEFGRID3
* xyz 1 3
O -1.596 0.859 -6.339
C -1.179 1.093 -5.296
Ti -0.478 0.281 -0.803
O 0.464 2.626 -2.982
C 0.200 1.791 -2.241
C 0.423 1.532 0.826
O 0.979 1.846 1.793
C -1.491 -1.297 0.095
O -1.882 -2.161 0.773
C -2.215 1.412 -0.541
O -3.237 1.948 -0.469
H -1.218 -0.308 -2.102
N 0.518 -1.179 2.936
C 1.175 -1.088 1.777
N 2.501 -1.264 1.767
O 0.597 -0.711 0.702
H 0.924 -1.596 3.756
H -0.465 -0.983 2.974
H 2.934 -1.106 0.875
H 3.043 -1.694 2.501
*
```

⟨S²⟩: 2.01
Relative energy (zero: lowest compared OMol25 entry of this formula, charge and spin): 0.000 eV

Atomic partial charges in e from the Mulliken method, atoms 1 to 6: number 1, O, carries -0.160; number 2, C, carries 0.136; number 3, Ti, carries -0.251; number 4, O, carries -0.159; number 5, C, carries 0.479; number 6, C, carries 0.354



Density functional theory data (ωB97M-V/def2-TZVPD) for an isolated molecule of C6H5N3O.

```
! wB97M-V def2-TZVPD RIJCOSX def2/J DEFGRID3
* xyz 0 1
C 0.582 1.469 1.530
C -1.156 -1.828 -1.264
C -0.471 2.197 1.271
C -1.608 -0.370 0.147
C -0.217 -0.345 0.018
C -1.552 1.818 0.639
N -2.174 -1.180 -0.741
N 0.810 0.375 0.659
N 0.058 -1.392 -0.822
O -2.247 0.558 0.954
H 1.372 1.873 2.178
H -1.102 -2.588 -2.067
H -2.076 2.329 -0.168
H 1.588 0.266 0.047
H 0.965 -1.380 -1.207
*
```

SMILES string: C1=CNc2[nH]cnc2OC=1
Relative energy (zero: lowest compared OMol25 entry of this formula, charge and spin): 3.917 eV

Atomic partial charges in e from the Mulliken method, atoms 1 to 6: number 1, C, carries -0.407; number 2, C, carries -0.274; number 3, C, carries -0.055; number 4, C, carries 0.636; number 5, C, carries 0.203; number 6, C, carries -0.298



Density functional theory data (ωB97M-V/def2-TZVPD) for a cluster of 2 separate species, C6H5N3O2S2 in total.

```
! wB97M-V def2-TZVPD RIJCOSX def2/J DEFGRID3
* xyz 0 1
C 0.849 1.800 0.983
C 2.530 2.328 -0.499
C 0.897 0.419 0.687
C 0.193 -0.673 1.123
C 1.847 0.120 -0.547
C -3.347 -1.100 -0.106
N 1.768 2.686 0.551
N 2.495 1.182 -1.143
N 1.799 -1.060 -0.999
O -0.539 -2.146 -0.861
O 1.303 -3.093 0.522
S -2.989 0.275 0.953
S 0.641 -1.992 -0.052
H 0.004 2.142 1.527
H 2.951 3.191 -1.007
H -2.483 -1.806 -0.233
H -3.634 -0.719 -1.098
H -4.285 -1.555 0.201
*
```

Relative energy (zero: lowest compared OMol25 entry of this formula, charge and spin): 4.567 eV

Atomic partial charges in e from the Mulliken method, atoms 1 to 6: number 1, C, carries -0.334; number 2, C, carries 0.025; number 3, C, carries 0.672; number 4, C, carries -0.194; number 5, C, carries 0.598; number 6, C, carries -0.596



Density functional theory data (ωB97M-V/def2-TZVPD) for a cluster of 2 separate species, C6H5N7OS in total.

```
! wB97M-V def2-TZVPD RIJCOSX def2/J DEFGRID3
* xyz 0 1
C -2.551 -0.531 2.174
C 3.305 0.251 0.680
C -1.469 -0.482 0.375
C 2.143 1.283 -1.190
C -0.484 -0.526 -2.973
C -1.123 -0.795 -0.981
N -2.438 -1.122 0.978
N 2.269 0.784 1.089
N -0.935 0.506 1.138
N 1.688 1.384 0.005
N -0.776 0.138 -1.883
N -1.597 0.469 2.275
N -1.109 -2.009 -1.504
O -0.716 -1.863 -2.805
S 3.647 0.459 -1.056
H -3.180 -0.796 2.911
H 4.138 -0.065 1.388
H -0.417 -0.048 -3.950
H -1.300 1.029 3.080
H 0.904 1.935 0.248
*
```

Relative energy (zero: lowest compared OMol25 entry of this formula, charge and spin): 0.754 eV

Atomic partial charges in e from the Mulliken method, atoms 1 to 6: number 1, C, carries -0.181; number 2, C, carries -0.088; number 3, C, carries 0.209; number 4, C, carries -0.259; number 5, C, carries 0.049; number 6, C, carries 0.576



Density functional theory data (ωB97M-V/def2-TZVPD) for a structure of composition C6H5NNdO5.

```
! wB97M-V def2-TZVPD RIJCOSX def2/J DEFGRID3
* xyz 3 4
O -0.306 -3.248 -1.344
C 0.102 -2.393 -0.676
Nd 0.919 -0.439 0.770
O -2.248 -0.123 -1.520
C -1.341 -0.269 -0.821
C 2.253 -0.163 -1.460
O 2.919 -0.038 -2.393
C 0.198 1.699 -0.335
O -0.220 2.667 -0.812
C -1.923 1.534 3.511
C -1.163 0.279 3.419
N -1.265 -0.628 4.388
O -0.388 0.003 2.420
H -2.434 1.592 4.486
H -2.684 1.585 2.718
H -1.247 2.398 3.422
H -0.717 -1.486 4.333
H -1.881 -0.453 5.184
*
```

⟨S²⟩: 3.75
Relative energy (zero: lowest compared OMol25 entry of this formula, charge and spin): 0.000 eV

Atomic partial charges in e from the Mulliken method, atoms 1 to 6: number 1, O, carries 0.025; number 2, C, carries 0.149; number 3, Nd, carries 1.943; number 4, O, carries 0.028; number 5, C, carries 0.127; number 6, C, carries 0.250